[1]
C29H48Cl2N3O4PtSeSi as an isolated structure at a distorted geometry. Source: OMol25; level of theory: ωB97M-V with the def2-TZVPD basis set.

Energy relative to the best compared isomer or geometry (same formula, charge and spin) ... 0.0 kJ/mol
Orbital gap (spin up / spin down) ... 4.0 / 5.6 eV
HOMO (spin up / spin down) ... -1.63 / -3.28 eV
Energy ... -5329.73806 Eh

Geometry as ORCA input:
```
! wB97M-V def2-TZVPD RIJCOSX def2/J DEFGRID3
* xyz -1 3
C -3.821 0.684 -2.771
C -3.515 1.800 -1.823
H -4.889 0.446 -2.808
H -3.263 -0.214 -2.462
H -3.482 0.933 -3.793
C -4.419 2.606 -1.256
C -5.894 2.547 -1.485
H -4.100 3.392 -0.572
H -6.202 1.630 -2.012
H -6.235 3.410 -2.080
H -6.439 2.585 -0.526
Pt 0.111 -0.291 -0.299
Cl -0.789 -2.077 -1.312
C 1.184 2.365 0.720
O 0.802 1.220 1.117
N 1.582 3.269 1.602
C 1.563 2.995 3.040
C 2.024 4.595 1.197
H 1.219 2.655 -0.352
H 1.297 1.951 3.241
H 0.854 3.673 3.534
H 2.557 3.219 3.444
H 1.980 4.678 0.106
H 3.049 4.764 1.544
H 1.381 5.359 1.646
H 4.818 -2.365 1.296
H 5.055 -3.678 -0.955
C 3.881 -2.928 1.383
C 4.004 -3.985 -0.872
N 3.288 -3.118 0.066
H 3.181 -2.384 2.027
C 2.190 -2.465 -0.279
O 1.650 -1.636 0.520
H 3.521 -3.903 -1.854
H 1.788 -2.651 -1.287
H 4.100 -3.911 1.812
H 3.965 -5.031 -0.538
H -3.854 -0.858 0.100
H -4.155 1.565 1.793
C -3.636 -1.244 1.107
C -3.870 0.786 2.517
N -2.992 -0.201 1.906
H -2.988 -2.121 1.031
C -1.670 -0.116 2.013
O -0.889 -0.951 1.453
H -3.356 1.255 3.364
H -1.278 0.712 2.641
H -4.578 -1.489 1.607
H -4.782 0.283 2.855
O -1.828 0.623 -0.807
C -2.034 1.843 -1.436
C -1.878 3.334 0.663
C -1.598 3.125 -0.686
H -2.285 2.503 1.249
C -1.689 4.599 1.243
H -1.479 1.854 -2.395
C -1.075 4.180 -1.436
H -1.942 4.751 2.293
C -1.204 5.658 0.471
C -0.884 5.446 -0.875
H -0.855 4.005 -2.501
H -1.078 6.649 0.918
H -0.493 6.266 -1.486
Si -1.566 -5.031 -2.620
Cl -2.910 -3.352 -2.666
C -1.672 -5.818 -0.928
C 0.163 -4.545 -3.128
C -2.093 -6.364 -3.864
H -1.834 -5.071 -0.142
H -0.750 -6.373 -0.706
H -2.492 -6.545 -0.889
H -3.019 -6.871 -3.576
H -1.308 -7.138 -3.920
H -2.227 -5.962 -4.873
H 0.489 -3.645 -2.600
H 0.211 -4.333 -4.198
H 0.881 -5.348 -2.923
Se 1.289 0.482 -2.252
C 3.142 0.513 -1.872
C 4.028 0.578 -2.964
C 5.399 0.592 -2.748
C 5.929 0.548 -1.451
C 5.047 0.495 -0.370
C 3.669 0.478 -0.572
H 3.617 0.612 -3.975
H 6.069 0.644 -3.600
H 7.008 0.555 -1.284
H 5.428 0.470 0.648
H 2.994 0.439 0.282
*
```

Here are the Löwdin charges for atoms 1 to 2, given in e:
1 C -0.044
2 C -0.229

[2]
C54H51N6O5PW as an isolated structure. Source: OMol25; level of theory: ωB97M-V with the def2-TZVPD basis set.

Energy relative to the best compared isomer or geometry (same formula, charge and spin) ... 214.0 kJ/mol
Orbital gap ... 6.1 eV
HOMO ... -12.46 eV
Energy ... -3201.07956 Eh

Geometry as ORCA input:
```
! wB97M-V def2-TZVPD RIJCOSX def2/J DEFGRID3
* xyz 2 1
W 0.167 -0.284 0.725
C -2.003 -0.785 -3.424
O -1.031 -0.236 -2.529
C 0.068 0.310 -3.086
C 0.224 0.527 -4.452
C 1.421 1.022 -4.950
C 2.485 1.301 -4.105
C 2.331 1.104 -2.745
C 1.129 0.634 -2.227
N 0.988 0.500 -0.815
N 0.616 1.560 0.011
C 1.580 2.130 0.953
C 0.972 1.989 2.262
O 0.167 0.980 2.364
C 1.370 2.787 3.347
C 2.205 3.833 3.088
C 2.584 4.219 1.755
C 3.283 5.412 1.524
C 3.556 5.824 0.238
C 3.129 5.055 -0.844
C 2.455 3.863 -0.637
C 2.187 3.433 0.657
H -1.524 -1.464 -4.132
H -2.527 0.012 -3.956
H -2.708 -1.334 -2.809
H -0.585 0.306 -5.133
H 1.521 1.179 -6.014
H 3.422 1.663 -4.500
H 3.151 1.312 -2.069
H 1.019 2.551 4.341
H 2.553 4.453 3.906
H 3.594 6.014 2.369
H 4.089 6.749 0.067
H 3.320 5.394 -1.853
H 2.113 3.282 -1.484
N 1.566 -1.645 3.440
P -0.076 -1.698 3.045
C -0.977 -1.011 4.466
C -0.865 -1.710 5.673
C -1.473 -1.228 6.818
C -2.220 -0.057 6.765
C -2.358 0.624 5.567
C -1.735 0.156 4.419
C -0.501 -3.451 3.144
C -1.793 -3.828 2.780
C -2.170 -5.161 2.828
C -1.263 -6.123 3.251
C 0.021 -5.751 3.623
C 0.406 -4.420 3.563
C 2.397 -0.684 2.866
C 3.461 -0.200 3.565
C 4.333 0.750 2.967
C 4.029 1.257 1.759
C 2.819 0.833 1.080
N 2.105 -0.305 1.571
H 1.836 -1.883 4.388
H -0.318 -2.646 5.716
H -1.379 -1.774 7.746
H -2.702 0.315 7.658
H -2.959 1.523 5.517
H -1.860 0.695 3.493
H -2.511 -3.094 2.443
H -3.171 -5.445 2.535
H -1.559 -7.162 3.293
H 0.727 -6.499 3.959
H 1.419 -4.147 3.832
H 3.649 -0.567 4.563
H 5.231 1.052 3.488
H 4.655 1.979 1.256
H 2.936 0.755 -0.004
O -1.696 0.895 0.558
C -2.979 0.354 0.135
C -2.618 -1.131 -0.043
O -3.348 -1.956 -0.496
O -1.363 -1.437 0.369
C -3.450 0.996 -1.159
C -2.770 2.027 -1.790
C -3.302 2.622 -2.928
C -4.502 2.171 -3.455
C -5.172 1.121 -2.839
C -4.657 0.544 -1.690
C -3.998 0.536 1.252
C -4.142 -0.434 2.237
C -5.042 -0.261 3.276
C -5.802 0.898 3.342
C -5.653 1.878 2.372
C -4.762 1.696 1.325
H -1.503 1.800 0.258
H -1.801 2.376 -1.448
H -2.771 3.436 -3.402
H -4.916 2.637 -4.339
H -6.109 0.762 -3.243
H -5.193 -0.257 -1.201
H -3.551 -1.341 2.198
H -5.152 -1.030 4.028
H -6.515 1.033 4.144
H -6.245 2.781 2.417
H -4.674 2.459 0.563
C 0.401 -2.650 -1.625
C 0.863 -4.048 -2.095
N 2.109 -4.417 -1.442
C 1.831 -4.633 -0.032
C 1.054 -3.426 0.550
N 1.123 -2.259 -0.370
C 2.567 -2.093 -0.731
C 3.044 -3.307 -1.566
H -0.667 -2.628 -1.432
H 0.643 -1.908 -2.375
H 1.013 -4.042 -3.176
H 0.114 -4.808 -1.870
H 2.778 -4.775 0.490
H 1.246 -5.545 0.089
H 1.496 -3.128 1.497
H 0.001 -3.659 0.696
H 3.128 -2.010 0.197
H 2.686 -1.170 -1.290
H 4.028 -3.628 -1.223
H 3.132 -3.046 -2.621
*
```

Here are the Löwdin charges for atoms 1 to 2, given in e:
1 W 1.905
2 C -0.025

[3]
One molecule with the formula C6H12OSi at a distorted geometry. Source: OMol25; level of theory: ωB97M-V with the def2-TZVPD basis set.

Energy relative to the best compared isomer or geometry (same formula, charge and spin) ... 0.0 kJ/mol
Orbital gap ... 10.5 eV
HOMO ... -9.53 eV
SMILES string ... CO[Si@@]1(C)C=CCC1
Energy ... -600.57299 Eh

Geometry as ORCA input:
```
! wB97M-V def2-TZVPD RIJCOSX def2/J DEFGRID3
* xyz 0 1
C 1.922 -0.508 0.844
C 0.766 -0.323 1.455
C 2.114 -0.040 -0.568
C 0.832 0.570 -1.164
C -1.746 -1.942 -0.217
C -1.501 2.104 0.422
O -1.818 -0.553 -0.094
Si -0.576 0.483 0.133
H 2.774 -0.995 1.304
H 0.566 -0.646 2.462
H 2.922 0.696 -0.573
H 2.456 -0.887 -1.168
H 1.017 1.608 -1.428
H 0.585 0.059 -2.092
H -0.911 -2.350 0.354
H -1.631 -2.217 -1.268
H -2.677 -2.362 0.164
H -1.997 2.430 -0.487
H -2.263 1.978 1.182
H -0.832 2.895 0.737
*
```

Here are the natural (NBO) charges for atoms 1 to 2, given in e:
1 C -0.165
2 C -0.613

[4]
C41H58LaN3O9P2S4 as an isolated structure. Source: OMol25; level of theory: ωB97M-V with the def2-TZVPD basis set.

Energy relative to the best compared isomer or geometry (same formula, charge and spin) ... 10.0 kJ/mol
Orbital gap ... 4.3 eV
HOMO ... -0.63 eV
Energy ... -4745.97657 Eh

Geometry as ORCA input:
```
! wB97M-V def2-TZVPD RIJCOSX def2/J DEFGRID3
* xyz -2 1
La -0.044 -0.265 -0.085
C 1.038 3.986 -2.447
C 1.055 3.194 -1.148
O 0.224 2.243 -1.062
C 1.938 3.559 -0.147
C 2.255 2.730 0.988
C 3.335 3.244 1.914
N 1.735 1.559 1.170
N 2.303 0.841 2.242
C 2.484 -0.404 1.892
O 2.293 -0.904 0.737
C 2.999 -1.321 2.968
C 3.283 -0.881 4.259
C 3.758 -1.767 5.214
C 3.966 -3.103 4.888
C 3.689 -3.544 3.601
C 3.203 -2.659 2.646
H 0.055 3.897 -2.914
H 1.769 3.559 -3.138
H 1.289 5.039 -2.295
H 2.544 4.445 -0.292
H 3.610 4.264 1.646
H 4.216 2.603 1.867
H 2.994 3.217 2.950
H 3.127 0.165 4.491
H 3.974 -1.414 6.217
H 4.345 -3.794 5.634
H 3.848 -4.584 3.338
H 2.961 -2.975 1.638
S -0.793 -5.394 -1.988
C -0.824 -3.721 -1.642
S -2.182 -2.717 -1.930
S 0.589 -2.998 -0.903
C -5.220 1.326 4.736
C -4.493 1.610 3.436
C -5.175 0.985 2.238
O -3.130 1.147 3.639
P -2.171 0.290 2.734
O -2.417 0.098 1.280
C -2.197 -1.327 3.562
P -1.354 -2.479 2.465
O -0.115 -1.771 2.059
O -2.302 -2.811 1.297
C -3.464 -3.659 1.124
C -3.036 -5.096 0.940
C -4.456 -3.467 2.255
O -1.136 -3.829 3.253
C 0.218 -4.349 3.468
C 0.594 -5.215 2.287
C 0.192 -5.084 4.788
O -0.749 0.908 2.933
C -0.130 1.619 4.044
C -0.447 0.986 5.384
C -0.492 3.084 3.949
H -6.236 1.720 4.687
H -4.704 1.789 5.577
H -5.276 0.250 4.917
H -4.403 2.682 3.269
H -5.175 -0.106 2.302
H -4.678 1.270 1.316
H -6.210 1.329 2.213
H -3.232 -1.605 3.766
H -1.640 -1.265 4.496
H -3.873 -3.286 0.185
H -2.588 -5.491 1.855
H -2.325 -5.182 0.116
H -3.917 -5.692 0.688
H -4.030 -3.764 3.218
H -5.321 -4.104 2.062
H -4.802 -2.433 2.318
H 0.896 -3.497 3.530
H -0.098 -6.055 2.194
H 1.605 -5.604 2.429
H 0.574 -4.651 1.350
H -0.452 -5.964 4.724
H -0.177 -4.440 5.587
H 1.203 -5.406 5.042
H 0.930 1.480 3.820
H -1.515 1.009 5.611
H 0.079 1.548 6.158
H -0.087 -0.043 5.421
H -1.570 3.240 4.014
H -0.155 3.481 2.991
H 0.012 3.628 4.751
C -1.544 4.858 0.138
S -1.915 3.163 0.578
C -2.847 2.751 -0.897
O -2.955 3.321 1.671
H -1.131 5.329 1.027
H -2.487 5.329 -0.144
H -0.817 4.897 -0.669
H -2.345 3.140 -1.781
H -3.832 3.196 -0.747
H -2.884 1.666 -0.995
N -1.148 0.165 -2.088
C -1.098 0.284 -3.330
C -2.222 0.952 -4.083
C -3.532 0.734 -3.659
C -4.588 1.414 -4.245
C -4.350 2.334 -5.263
C -3.050 2.553 -5.696
C -1.995 1.858 -5.115
C 0.057 -0.222 -4.150
C 1.354 -0.079 -3.668
C 2.436 -0.588 -4.369
C 2.231 -1.257 -5.569
C 0.940 -1.412 -6.056
C -0.138 -0.890 -5.355
H -3.687 0.015 -2.862
H -5.601 1.230 -3.908
H -5.174 2.874 -5.714
H -2.854 3.268 -6.488
H -0.980 2.025 -5.457
H 1.510 0.449 -2.732
H 3.436 -0.474 -3.971
H 3.073 -1.669 -6.114
H 0.770 -1.957 -6.978
H -1.147 -1.032 -5.724
*
```

Here are the Löwdin charges for atoms 1 to 2, given in e:
1 La 1.841
2 C -0.041

[5]
C32H59BMnN3O6P2S2 as an isolated structure at a distorted geometry. Source: OMol25; level of theory: ωB97M-V with the def2-TZVPD basis set.

Orbital gap (spin up / spin down) ... 6.1 / 6.4 eV
HOMO (spin up / spin down) ... -3.93 / -4.26 eV
Energy ... -4525.64346 Eh

Geometry as ORCA input:
```
! wB97M-V def2-TZVPD RIJCOSX def2/J DEFGRID3
* xyz -1 6
Mn -0.356 0.519 0.999
C 2.305 0.979 -2.644
C 2.922 0.471 -1.339
C 4.427 0.729 -1.352
C 2.695 -1.045 -1.246
P 1.986 1.191 0.158
C 3.259 0.730 1.400
C 4.373 1.498 1.744
C 5.317 1.024 2.637
C 5.183 -0.241 3.185
C 4.080 -1.009 2.864
C 3.120 -0.518 1.990
C 1.996 3.088 0.037
C 1.636 3.518 1.471
C 0.830 3.477 -0.888
C 3.229 3.855 -0.445
H 2.642 0.359 -3.479
H 2.603 2.007 -2.852
H 1.215 0.946 -2.606
H 4.869 0.193 -2.197
H 4.894 0.373 -0.435
H 4.660 1.787 -1.470
H 3.081 -1.536 -2.146
H 1.632 -1.276 -1.155
H 3.210 -1.459 -0.378
H 4.525 2.471 1.309
H 6.155 1.655 2.908
H 5.923 -0.616 3.879
H 3.927 -1.978 3.313
H 2.241 -1.119 1.797
H 0.743 2.984 1.807
H 1.422 4.589 1.494
H 2.441 3.304 2.171
H -0.047 2.879 -0.643
H 1.080 3.342 -1.941
H 0.574 4.527 -0.729
H 4.130 3.648 0.123
H 3.017 4.922 -0.331
H 3.437 3.668 -1.500
O 1.521 0.171 5.215
S 0.388 -0.654 4.827
O -0.661 -0.701 5.829
O 0.745 -1.988 4.329
S -0.510 0.351 3.207
C -2.573 5.616 0.431
C -2.830 4.262 1.092
C -3.093 4.490 2.585
O -1.659 3.460 0.985
B -1.957 2.140 0.615
O -3.318 2.099 0.289
C -3.929 3.383 0.395
C -5.226 3.247 1.187
C -4.267 3.849 -1.024
H -1.850 6.162 1.037
H -3.491 6.203 0.375
H -2.160 5.493 -0.569
H -2.245 5.027 3.009
H -3.167 3.530 3.094
H -4.000 5.074 2.748
H -5.036 2.785 2.152
H -5.912 2.606 0.632
H -5.697 4.220 1.337
H -3.363 3.919 -1.629
H -4.776 4.814 -1.014
H -4.924 3.110 -1.483
O -1.262 -1.424 0.279
P -0.929 -2.588 -0.570
N 0.303 -3.473 0.050
C 0.503 -3.623 1.497
C 1.935 -4.126 1.562
C 1.963 -5.135 0.405
C 1.062 -4.496 -0.669
N -2.182 -3.679 -0.847
C -3.387 -3.195 -1.525
C -4.346 -4.370 -1.382
C -4.076 -4.846 0.050
C -2.583 -4.552 0.273
N -0.485 -2.064 -2.088
C -1.001 -0.732 -2.482
C -0.797 -0.695 -3.992
C -1.016 -2.154 -4.401
C -0.331 -2.918 -3.267
H -0.167 -4.383 1.923
H 0.349 -2.695 2.044
H 2.165 -4.565 2.530
H 2.628 -3.305 1.373
H 1.538 -6.084 0.737
H 2.968 -5.324 0.029
H 0.410 -5.240 -1.143
H 1.659 -4.015 -1.449
H -3.163 -2.961 -2.567
H -3.799 -2.300 -1.042
H -4.077 -5.152 -2.095
H -5.385 -4.087 -1.545
H -4.302 -5.904 0.179
H -4.681 -4.278 0.756
H -1.985 -5.468 0.237
H -2.417 -4.074 1.242
H -0.471 0.056 -1.939
H -2.060 -0.623 -2.230
H 0.228 -0.401 -4.225
H -1.490 -0.012 -4.481
H -0.590 -2.390 -5.376
H -2.084 -2.380 -4.428
H 0.735 -3.041 -3.491
H -0.765 -3.905 -3.092
*
```

Here are the Löwdin charges for atoms 1 to 2, given in e:
1 Mn 0.349
2 C -0.097